Density functional theory data (ωB97M-V with the def2-TZVPD basis set) for a molecular structure, C34H60BKN10P.

**Kohn-Sham gap**: 7.7726 eV
**Energy above the lowest of the compared OMol25 structures with the same formula, charge and spin**: 0.0000 eV

The geometry in ORCA input format:
```
! RIJCOSX wB97M-V def2-TZVPD def2/J DEFGRID3
* xyz 1 1
H 0.614 2.181 -5.476
C -0.528 3.386 -2.980
H -3.143 2.888 2.680
C -2.055 1.777 -5.105
H 1.719 -2.689 0.791
H -2.447 0.278 4.080
C 0.399 -2.184 -3.920
C -0.903 1.210 -4.275
N -0.087 2.551 -0.953
H 5.588 -0.624 -1.129
C 0.383 1.179 -5.107
C 2.251 3.904 3.490
H 2.016 -3.477 4.823
H -0.996 2.037 4.848
C 1.622 -1.540 -1.709
C 0.848 -2.441 1.403
P 1.413 -1.862 3.070
H -4.557 -1.152 -0.554
C 4.215 -0.096 0.481
H 4.514 -0.959 1.090
C 0.250 -3.617 -1.838
H -1.142 -5.081 4.054
H -0.692 2.628 3.234
H -0.581 -3.121 -1.340
N -1.072 0.486 1.199
H -0.131 -5.611 1.960
H -2.985 1.812 -4.538
H 0.274 0.516 -5.967
N 0.962 -0.541 -1.053
H -1.828 2.791 -5.437
H -2.338 -2.250 -2.312
C 4.005 1.072 1.441
H 0.351 -1.609 0.908
C -3.200 -2.338 -1.658
H 3.765 2.003 0.918
N 1.821 0.071 -0.189
N -1.102 -3.027 3.574
C -3.602 -0.990 -1.064
H 0.774 6.042 0.700
H 4.937 1.256 1.979
H 3.709 -2.204 -1.589
C -3.332 2.089 3.399
N -0.415 1.523 -1.790
H 2.756 -3.891 3.289
H -2.004 -4.095 1.988
H -0.619 -1.843 -3.752
H -4.215 -0.328 1.639
H 3.247 0.872 2.201
H -4.026 -2.738 -2.247
H -4.601 -0.307 -2.856
H -0.270 -4.056 5.232
N -1.415 -0.064 -0.006
C -0.287 -1.792 3.822
H -0.155 -4.387 -2.498
C 0.540 -4.757 2.079
H -2.022 -2.906 3.999
H 3.065 5.554 4.618
H -0.650 4.078 -3.796
N 0.788 -4.556 3.507
C 3.001 -0.511 -0.309
C 5.374 0.217 -0.471
H -3.413 2.530 4.393
H 2.191 5.091 -1.900
H -0.227 -1.641 4.901
C -3.201 -0.180 1.304
C -2.141 0.433 1.981
H -0.143 4.586 1.037
C -0.162 3.667 -1.658
K 1.060 2.020 1.304
C -3.855 0.057 -2.147
N 2.687 4.788 4.098
C -0.898 1.721 3.808
C 2.927 -1.539 -1.258
B -0.473 0.049 -1.286
H 6.281 0.451 0.088
H -1.731 -2.351 1.653
H -4.290 1.635 3.148
H 5.124 1.075 -1.098
C -0.668 2.016 -3.032
C 0.182 5.019 -1.093
H 0.350 -3.039 -4.596
H -2.217 1.166 -5.995
C -1.297 -3.266 2.062
H -0.718 5.639 -1.168
C -2.196 1.062 3.352
H 1.488 6.686 -1.583
H -0.022 1.070 3.750
H -0.984 -0.621 -2.118
C 1.271 5.679 -1.943
H -0.826 -0.960 3.372
C 1.091 -2.613 -2.630
H 2.000 -3.137 -2.941
H -4.218 0.990 -1.714
H 0.948 -1.390 -4.422
C 1.828 -3.546 3.749
H -2.943 0.275 -2.695
N -0.062 -3.590 1.454
H 1.483 -4.981 1.583
H 1.233 0.843 -4.511
H 0.851 -4.107 -1.070
C -2.718 -0.462 0.039
H -1.147 0.187 -3.992
H 1.562 4.496 0.521
C -0.430 -4.263 4.173
H -2.961 -3.067 -0.879
H 0.972 5.749 -2.988
C 0.609 5.014 0.372
*
```

Density functional theory data (ωB97M-V with the def2-TZVPD basis set) for 10 unconnected molecules or ions with the total composition C34H60BrF9NO27 at a distorted geometry.

**Kohn-Sham gap**: 4.2801 eV

The geometry in ORCA input format:
```
! RIJCOSX wB97M-V def2-TZVPD def2/J DEFGRID3
* xyz -1 1
H -4.442 3.492 7.334
H -2.040 -1.354 -10.870
O 1.138 -1.260 4.708
F -2.409 -0.366 0.718
H -1.763 1.930 -7.348
H 0.682 9.241 -5.388
C -0.236 3.677 -9.687
H 6.037 -6.217 8.719
H 7.042 -3.722 3.452
F -0.375 0.330 1.303
H 5.334 -10.501 6.604
O 0.846 6.055 -9.188
H -6.799 -7.167 0.310
H 0.550 -1.810 2.789
C -1.145 1.106 -0.835
O -1.812 3.573 6.937
O 7.634 -3.170 5.369
C 6.716 -8.537 7.681
H 6.608 -11.682 6.945
H 7.518 -6.129 9.683
C 3.529 -3.141 6.395
C 0.139 7.804 -3.250
C 2.207 -2.058 4.821
H -0.077 -0.273 3.390
O -4.261 4.921 -1.934
O 0.800 3.836 -8.716
O 2.199 5.093 -7.639
O -3.525 4.432 5.722
H 1.993 7.060 -7.007
O -3.562 -0.369 -9.853
H -0.320 2.405 5.064
C -4.924 5.349 -1.025
H -6.554 5.653 -3.067
O 9.366 -4.397 4.568
H -5.459 7.072 -2.939
O 0.132 6.616 -2.630
C -2.772 2.211 -7.657
H -5.580 -7.508 -0.964
Br -4.960 -0.904 -4.844
C -2.287 3.945 5.894
C -4.418 -6.391 1.114
H -6.243 -8.823 0.020
C 10.028 -5.055 7.052
O -3.436 1.108 -8.270
O -1.673 3.944 4.702
O 6.895 -9.859 7.820
H -7.156 7.200 -2.450
C 2.760 6.375 -7.377
H 4.453 -2.682 6.040
H -0.514 2.623 -9.708
H 0.291 4.066 5.377
H 6.936 -10.368 5.804
H -1.116 4.260 -9.409
C -4.301 4.491 6.917
O -1.834 1.106 -9.874
O 7.211 -7.933 8.771
H 10.952 -4.596 6.695
H -1.929 6.331 -2.546
C 6.411 -10.633 6.724
C -4.775 -1.670 -2.981
O -5.978 6.172 -1.137
F -0.102 -2.276 0.779
C -3.640 4.215 0.544
F -2.281 1.861 -0.551
H -3.119 -2.402 -0.582
C 0.799 -0.918 3.361
C -2.843 0.659 -9.382
H 3.600 -3.268 7.476
H -5.723 -1.326 -1.184
C -1.010 -2.287 -1.503
F 0.908 -1.003 -0.771
O 6.201 -7.988 6.741
H -3.588 -4.418 2.645
H 7.638 -6.085 7.918
O 8.911 -4.210 6.784
F -0.564 -3.639 -1.291
C -3.286 -1.281 -2.529
C -1.125 -0.138 0.170
F -0.993 0.799 -2.167
C 1.242 5.092 -8.580
C -0.336 3.446 4.733
C 8.704 -3.969 5.478
H 9.884 -6.038 6.598
H 1.423 10.000 -3.938
H -1.191 7.086 -1.092
C 7.087 -6.512 8.757
H -2.703 4.660 0.202
H -2.825 -3.388 -2.072
C -0.379 -1.436 -0.330
O -4.893 -7.641 0.995
H 6.415 -2.182 4.057
C -1.059 6.349 -1.887
O -4.797 -5.430 0.494
H 0.118 3.961 -10.681
H -3.340 2.488 -6.769
O -0.745 8.622 -3.226
H -3.580 4.075 1.623
H -0.951 5.365 -1.431
H -5.278 4.899 6.658
H -3.832 5.153 7.648
F -0.457 -1.956 -2.773
O 1.305 7.922 -3.906
C -3.039 -0.949 -11.045
H -3.799 3.244 0.078
H 10.099 -5.181 8.132
H 1.615 -0.370 2.886
F -0.038 1.922 -0.499
C -6.292 6.536 -2.480
H -3.698 -1.768 -11.332
O 2.872 -2.486 3.912
H -5.426 0.058 -2.025
H 3.518 6.257 -6.602
C -5.937 -7.776 0.032
H -2.688 -1.074 -3.471
H 0.061 3.491 3.719
H -2.368 -4.759 1.371
O 2.411 -2.298 6.126
O -3.448 -6.403 2.045
C 7.293 -2.828 4.025
H -3.023 -0.217 -11.855
H -3.308 -0.297 -1.925
H 2.427 9.133 -5.110
C 1.453 9.148 -4.620
H -2.744 3.068 -8.332
C -2.847 -5.132 2.279
H 3.387 -4.125 5.942
H -2.083 -5.258 3.046
N -5.761 -0.916 -2.125
H 8.108 -2.279 3.548
H 3.240 6.779 -8.270
O -4.737 5.088 0.277
C -2.585 -2.371 -1.596
*
```

Density functional theory data (ωB97M-V with the def2-TZVPD basis set) for 3 unconnected molecules or ions with the total composition C34H60N3O2 at a distorted geometry.

**Kohn-Sham gap**: 4.7395 eV
**Energy above the lowest of the compared OMol25 structures with the same formula, charge and spin**: 19.6377 eV

The geometry in ORCA input format:
```
! RIJCOSX wB97M-V def2-TZVPD def2/J DEFGRID3
* xyz 1 1
H -2.338 -1.916 4.082
H -4.964 -3.994 2.124
H 4.747 -0.404 0.752
H -6.842 -2.394 1.332
C -10.119 -1.520 3.112
H 4.488 9.901 -6.163
H -0.557 -2.317 4.387
H 3.705 0.464 3.294
H -2.682 -3.836 0.742
H 1.107 5.976 -5.714
C 1.642 6.517 -4.925
H 4.764 1.362 -1.524
H 2.271 10.934 -4.316
H 2.044 9.721 -5.562
H 5.130 2.558 -2.746
C 3.248 1.536 -3.035
C 1.542 -0.605 2.933
H 4.766 8.031 -4.827
C 0.304 -4.019 6.385
H 3.253 -1.936 -1.008
H 2.795 0.577 -2.756
N -1.785 -4.065 3.570
H -0.105 -4.537 2.226
H 4.692 11.112 -4.881
H 3.485 1.000 -5.127
H 5.247 -1.131 -2.003
H -3.938 -2.432 2.400
H 3.828 9.470 -3.079
C -1.990 -4.752 0.962
C -6.819 -3.747 4.076
H -1.224 -5.971 2.705
H 0.546 -4.790 7.264
C 3.086 -0.205 2.533
H -5.664 -1.704 3.793
H 3.552 6.197 -5.833
H 0.687 -6.681 3.780
H -3.474 -5.484 3.196
C 3.469 3.148 -4.995
H 5.916 -1.575 -3.583
C 4.719 1.552 -2.602
N -1.405 -4.839 4.681
C 1.192 -2.037 0.433
H 2.239 8.758 -3.257
C 3.655 -0.712 1.069
C -5.430 -2.843 4.065
O -4.193 -5.597 -0.012
C 2.771 10.110 -4.841
C 3.975 10.672 -5.581
C -0.984 -1.867 2.252
H 4.002 7.083 -3.572
C 0.611 -1.496 1.905
C 3.791 7.774 -4.396
H 5.636 0.745 -4.398
C -0.137 -4.903 5.027
H -1.142 -4.714 0.120
H 4.218 -1.112 -3.449
H 1.028 -0.275 3.948
H 2.711 2.300 -2.458
C -9.197 -2.511 4.094
H 4.548 3.274 -4.868
C 1.110 -5.832 4.464
H 1.578 -6.352 5.430
H -9.626 -2.815 5.145
C -7.784 -2.238 2.036
N -7.883 -2.862 3.414
C 5.621 0.547 -3.323
H 1.806 5.824 -4.093
H 3.657 11.455 -6.278
H 1.927 1.692 -4.720
H 2.961 3.943 -4.440
H 3.243 3.279 -6.058
H -9.361 -0.717 0.802
H 0.993 7.324 -4.580
H -3.639 -4.486 4.772
H -4.909 -5.655 0.688
H 1.971 -5.195 3.995
H -3.092 -6.809 1.458
C 5.221 -0.899 -3.073
H 2.782 7.695 -6.318
C 2.965 7.044 -5.458
H -2.372 -6.652 -0.356
C 2.755 -1.636 0.018
C 3.003 1.778 -4.526
C -9.157 -1.356 1.787
C -1.254 -4.821 2.385
H -11.174 -1.047 3.308
C -2.892 -6.096 0.548
H -0.639 -3.406 6.780
C -1.459 -2.607 3.659
H 6.650 0.690 -2.970
H -7.122 -3.924 5.215
O -1.834 -1.435 1.288
H 0.546 -2.664 -0.327
H 1.177 -3.271 6.171
C 3.141 9.036 -3.816
C -4.330 -3.389 2.929
H -4.996 -2.826 5.150
C -3.300 -4.385 3.629
H -6.701 -4.781 3.534
*
```

Density functional theory data (ωB97M-V with the def2-TZVPD basis set) for a molecular structure, C34H60O26 at a distorted geometry.

**Kohn-Sham gap**: 8.3477 eV

The geometry in ORCA input format:
```
! RIJCOSX wB97M-V def2-TZVPD def2/J DEFGRID3
* xyz 0 1
C 14.715 -1.880 -36.240
H 11.934 -1.949 -31.517
H 14.224 -3.619 -36.064
O 15.771 -1.739 -31.504
H 16.512 -6.643 -37.186
H 10.452 0.433 -31.439
C 13.695 3.726 -33.871
C 11.588 -1.148 -32.170
O 14.740 -0.961 -33.459
O 13.302 -2.622 -28.331
C 11.495 0.326 -31.736
H 13.355 2.085 -30.811
C 20.454 -3.298 -34.732
O 16.412 -2.600 -33.411
O 14.534 3.097 -31.675
O 21.440 -2.725 -35.382
H 14.535 -2.585 -27.706
O 17.214 -2.235 -38.107
H 10.872 -5.485 -30.762
H 14.912 1.267 -30.703
H 17.391 -3.100 -35.042
H 23.383 -2.160 -34.805
O 13.108 -3.087 -30.593
H 17.341 -4.295 -38.107
H 10.527 -1.343 -32.323
H 13.670 -1.053 -32.826
O 13.223 0.438 -27.371
H 14.563 -0.180 -31.197
H 12.562 -1.868 -34.001
H 15.774 -4.544 -38.037
C 14.568 2.433 -33.932
O 12.552 0.217 -33.878
H 18.837 -3.511 -38.139
H 17.439 1.244 -35.953
C 11.856 -5.035 -30.632
H 13.610 -0.593 -25.744
C 17.423 -1.748 -36.868
H 15.293 -0.656 -29.709
O 13.534 -0.677 -29.250
C 14.871 -1.058 -30.630
H 17.748 1.384 -25.441
O 16.903 -1.285 -26.119
H 17.822 -5.553 -36.633
H 16.824 -0.023 -34.779
O 13.952 1.595 -28.937
O 15.893 -1.060 -28.198
H 10.928 -4.140 -28.726
C 10.490 0.141 -35.364
C 13.081 -0.777 -26.679
C 22.365 -1.772 -34.772
O 15.003 -5.292 -35.035
C 14.269 2.005 -30.222
O 17.173 0.501 -27.467
C 14.686 -4.597 -36.200
O 11.838 2.274 -33.205
O 17.925 -2.245 -35.858
H 12.433 -5.955 -30.723
O 11.363 -0.893 -35.615
C 16.753 -5.761 -36.592
H 17.618 2.325 -26.867
H 14.036 1.628 -34.440
O 16.727 -6.346 -34.104
C 12.330 -3.860 -31.457
H 12.122 -1.158 -26.328
C 12.832 -3.349 -29.249
H 14.072 4.454 -34.589
C 12.651 -0.643 -35.954
H 16.090 -3.158 -28.125
H 18.972 1.207 -26.695
C 16.186 -5.811 -35.129
C 17.904 1.332 -26.518
C 16.716 -0.682 -27.199
O 15.342 1.017 -32.031
C 11.868 -4.521 -29.125
C 11.973 1.065 -33.003
H 13.991 -5.341 -36.589
C 16.355 -2.962 -34.732
H 12.231 0.627 -30.990
H 13.046 4.310 -31.885
C 16.792 0.382 -35.790
O 16.841 -0.480 -36.947
H 12.371 -5.254 -28.495
O 13.273 -1.828 -35.951
C 17.820 -3.406 -38.517
O 20.186 -3.171 -33.532
H 15.777 0.780 -35.791
H 17.838 -5.175 -35.709
O 13.144 0.437 -36.264
C 15.539 -1.698 -32.916
H 15.520 2.440 -34.463
H 10.831 1.138 -35.643
H 17.838 -3.370 -39.606
H 22.442 -0.799 -35.258
H 11.425 -3.253 -31.491
H 15.066 -1.193 -37.010
C 13.568 0.389 -28.585
H 14.023 -1.658 -30.298
H 18.468 -4.854 -34.088
C 18.404 -4.467 -35.105
H 15.126 -1.591 -35.273
H 15.099 -2.884 -36.425
H 16.526 -3.556 -36.771
C 13.970 4.184 -32.450
C 15.981 -4.479 -36.969
H 9.521 0.135 -35.862
H 10.111 0.304 -34.355
H 14.648 5.029 -32.329
H 15.057 -2.570 -29.373
O 19.757 -4.104 -35.583
H 15.745 -3.765 -35.145
H 14.794 2.960 -30.224
H 13.451 -1.682 -27.163
C 12.688 -1.043 -33.299
H 16.084 -2.089 -35.325
H 22.059 -1.595 -33.741
C 15.382 -2.361 -28.354
C 14.867 2.035 -32.437
H 12.629 3.522 -33.975
H 12.754 -4.076 -32.437
H 17.781 -3.587 -34.939
*
```

Question: The highest Kohn-Sham gap belongs to which entry?
Answer: C34H60O26

Question: Which of these has the lowest Kohn-Sham gap?
Answer: C34H60BrF9NO27